No. 1
DFT (ωB97M-V with the def2-TZVPD basis set) results for one molecule with the formula C5H7NO in a non-equilibrium geometry.

```
14
C5H7NO ωB97M-V with the def2-TZVPD basis set
H 2.480 -0.104 0.921
C 0.560 -0.461 -0.022
H -2.193 -0.969 0.182
H -1.039 1.817 -1.596
N -0.129 -2.359 1.658
C -0.656 0.263 -0.572
C 0.165 -1.527 0.910
H -2.725 0.406 -0.946
H 1.185 0.949 1.526
C 1.595 0.470 0.633
H 1.890 1.243 -0.079
C -1.923 -0.118 -0.431
H 1.042 -0.950 -0.879
O -0.252 1.339 -1.304
```

Summary:
- Energy: -324.68749 Ha
- HOMO level: -9.488 eV
- Maximum force: 0.022 Eh/bohr
- LUMO energy: 0.615 eV

---

No. 2
DFT (ωB97M-V with the def2-TZVPD basis set) results for a 2-piece molecular cluster, CH6S overall in a non-equilibrium geometry.

```
8
CH6S ωB97M-V with the def2-TZVPD basis set
H -1.192 2.220 0.411
S -2.248 1.528 0.864
H 1.219 -0.006 0.040
C 0.977 -0.912 -0.532
H -1.421 0.575 1.309
H 0.389 -1.516 0.151
H 0.347 -0.596 -1.359
H 1.930 -1.291 -0.883
```

Summary:
- Energy: -439.86282 Ha
- HOMO level: -9.806 eV
- Maximum force: 0.027 Eh/bohr
- LUMO energy: 0.898 eV

---

No. 3
DFT (ωB97M-V with the def2-TZVPD basis set) results for C43H63N4O3SiTc as an isolated structure in a non-equilibrium geometry.

```
115
C43H63N4O3SiTc ωB97M-V with the def2-TZVPD basis set
H 1.451 1.770 3.606
H -3.236 -2.535 -4.125
H -1.507 -3.187 -3.036
C -2.199 -0.700 -3.796
H 5.753 -1.154 2.708
H 2.245 0.213 3.723
H -1.619 1.885 3.963
H 0.329 -2.541 3.094
C 5.022 1.582 2.216
Si -0.217 -0.077 3.231
H -1.569 3.160 -3.019
C -0.260 -2.860 -1.375
H 2.578 -6.164 -1.115
C -2.650 -2.268 1.019
H 4.976 -2.509 1.895
H 0.148 -2.034 4.767
H -4.525 1.192 0.054
C 2.269 -2.413 1.003
H 1.805 -5.154 1.665
C -1.295 1.085 -2.762
H -2.693 2.440 1.948
H -2.661 0.520 3.591
C 3.965 0.665 1.698
H -1.268 -2.312 3.781
H -1.741 -2.839 1.184
C 1.550 -5.411 0.636
C -1.073 2.411 -2.424
H -2.623 -6.373 -1.526
H -3.404 -0.380 -1.503
C -2.096 -5.534 -1.082
H -2.414 6.519 -1.827
C 3.886 -0.696 1.808
C 0.006 -4.242 -1.056
H 4.505 1.402 4.310
N -0.731 -0.009 -2.153
C 1.645 5.382 0.556
O -0.228 0.007 1.640
C -0.257 -1.924 3.767
H 5.486 2.814 3.923
C -3.523 -0.639 -0.448
C -2.323 -1.917 -5.976
C 2.701 -1.099 1.098
C -2.561 2.641 0.881
H -1.853 1.311 -6.450
H 3.063 3.150 1.237
C 4.793 -1.637 2.524
H -3.718 0.419 1.437
N 0.450 2.034 -0.573
C -1.271 -1.109 -2.776
C -1.714 0.806 4.034
H 5.188 2.384 1.494
H -2.785 2.811 -6.413
H 4.838 -2.859 4.300
C 4.670 2.186 3.577
H 0.842 -6.240 0.662
H -1.311 2.653 -5.449
H -0.023 5.680 1.906
C 2.800 1.080 0.960
C 0.060 4.238 -1.129
H 4.146 -1.262 4.558
N 2.087 -0.009 0.550
C 1.050 5.510 1.964
C 1.022 4.232 -0.159
H 2.726 5.240 0.625
N 0.417 -2.040 -0.523
H -1.763 0.557 5.089
H -3.483 -2.955 0.819
H 3.253 -6.716 0.419
H -2.931 -2.594 -6.572
C -2.189 2.126 -5.815
H -2.871 -1.685 1.917
H 3.549 -5.065 -0.136
H -0.125 -6.318 -1.473
H -3.400 2.413 -4.051
C -0.687 -5.406 -1.673
O -2.418 -1.441 -0.102
H -4.458 -1.202 -0.326
H -1.638 3.190 0.733
H -1.355 -2.379 -5.797
H -2.167 -1.003 -6.544
H 1.467 6.305 0.004
O -2.479 1.438 0.151
H 1.269 0.799 5.055
H 3.770 2.792 3.519
H -2.037 -5.692 -0.008
C -1.985 5.673 -1.297
C 1.214 -2.856 0.235
Tc 0.166 0.000 -0.303
H 3.204 -2.500 3.733
C 1.340 0.754 3.974
H -2.665 -4.625 -1.263
H -3.978 -1.118 -4.863
C 0.916 -4.241 -0.037
H 2.855 -3.158 1.519
C -3.017 1.582 -4.647
C -2.210 0.670 -3.788
C -0.251 2.853 -1.406
C -3.023 -1.604 -4.652
C 2.816 -5.866 -0.097
H 0.040 6.294 -1.639
H -2.619 4.804 -1.451
H -0.752 -5.282 -2.755
H 5.959 1.030 2.308
C 2.418 2.402 0.808
H 1.218 4.601 2.538
C 1.308 2.846 0.119
H -1.969 5.907 -0.235
C -3.623 0.645 0.367
C 4.204 -2.093 3.862
C -1.038 -2.428 -2.430
H -3.409 3.241 0.528
H -0.603 5.223 -2.883
C -0.568 5.405 -1.807
H 1.499 6.344 2.497
H -3.875 1.037 -5.046
```

Summary:
- Energy: -2491.28481 Ha
- 2S+1: 4
- HOMO level (alpha / beta): -9.624 / -9.551 eV
- Maximum force: 0.062 Eh/bohr
- LUMO energy (alpha / beta): -3.845 / -4.133 eV
- Net charge: +1

---

No. 4
DFT (ωB97M-V with the def2-TZVPD basis set) results for C33H27N5O4RuSSe as an isolated structure.

```
72
C33H27N5O4RuSSe ωB97M-V with the def2-TZVPD basis set
H -1.107 -6.406 -2.675
N -0.630 2.098 -0.913
C 5.159 0.381 0.600
C -0.658 -5.481 -3.010
Se 0.581 -0.017 1.581
H 2.174 1.523 -0.802
C 2.330 -1.985 -0.279
H -2.884 1.782 3.310
H -4.455 -0.515 -0.668
H 0.736 6.128 -2.159
H 1.692 2.737 2.045
C 2.379 4.802 -1.737
H 0.969 -2.179 -4.209
H -4.082 0.399 4.559
H 1.425 -1.646 -0.772
C 0.518 -3.106 -3.884
C 2.428 0.129 1.115
H 2.030 1.742 3.455
H 4.926 -1.398 -0.569
C -3.524 -2.609 2.200
H 3.132 5.544 -1.960
H 2.030 -2.692 0.498
N -5.323 -1.776 5.355
O -5.452 -0.805 6.074
C -4.488 -1.633 4.161
H 2.948 -2.516 -1.002
C 0.513 2.864 -1.129
Ru -1.243 0.309 0.059
C 6.631 0.506 0.326
C 1.862 2.523 -1.065
H 3.212 2.941 2.918
C 0.127 4.142 -1.543
C 2.780 3.508 -1.363
C -0.610 -1.908 -2.070
O -1.899 1.493 1.616
N -0.819 -0.938 -1.498
H -1.860 4.869 -1.878
H 7.019 1.464 0.668
H 1.439 -4.300 -5.399
C -1.644 2.879 -1.221
C -4.193 2.841 -1.558
O -5.837 -2.860 5.547
H -1.583 -4.283 -1.478
C 4.425 -0.668 0.058
C -2.893 -1.376 1.859
C -2.986 2.327 -1.208
H -4.768 -3.679 3.564
N -1.258 4.116 -1.595
C -4.222 0.508 -0.925
H 3.835 3.276 -1.316
H 0.400 -6.401 -4.628
S -5.390 1.629 -1.440
C 0.778 -4.294 -4.544
C -3.114 -0.263 2.735
C -4.297 -2.740 3.313
H 7.185 -0.282 0.839
C 2.484 2.207 2.578
C 3.067 -0.818 0.302
C -0.340 -3.119 -2.786
O -2.178 -1.346 0.793
C 1.046 5.140 -1.846
H 6.842 0.410 -0.740
C -0.930 -4.301 -2.340
C -3.915 -0.431 3.886
N -3.018 0.999 -0.847
C -2.606 1.055 2.539
C 0.192 -5.475 -4.108
H -4.436 3.836 -1.890
H 5.059 2.113 1.851
C 4.501 1.291 1.416
C 3.144 1.182 1.699
H -3.355 -3.446 1.537
```

Summary:
- Energy: -4742.78087 Ha
- 2S+1: 2
- HOMO level (alpha / beta): -10.463 / -10.649 eV
- Maximum force: 0.010 Eh/bohr
- LUMO energy (alpha / beta): -2.884 / -4.235 eV
- Net charge: +1

---

No. 5
DFT (ωB97M-V with the def2-TZVPD basis set) results for an isolated ion of composition C4H4N3OS and charge -1 in a non-equilibrium geometry.

```
13
C4H4N3OS ωB97M-V with the def2-TZVPD basis set
C 1.279 -0.734 -0.529
H -2.765 -2.304 0.057
H 1.886 2.494 -0.056
C -2.153 -0.245 0.559
C 2.060 0.418 -0.122
O 3.278 0.318 0.206
N 0.173 -0.855 0.013
S -2.645 1.316 0.294
N -0.658 -1.914 -0.208
C -1.904 -1.539 0.024
H -0.402 -0.141 0.515
N 1.423 1.666 -0.257
H 0.429 1.519 -0.497
```

Summary:
- Energy: -792.40209 Ha
- HOMO level: -2.957 eV
- Maximum force: 0.084 Eh/bohr
- LUMO energy: 3.350 eV
- Net charge: -1

---

No. 6
DFT (ωB97M-V with the def2-TZVPD basis set) results for a 2-piece molecular cluster, C4H15N3O overall in a non-equilibrium geometry.

```
23
C4H15N3O ωB97M-V with the def2-TZVPD basis set
H 0.918 -2.616 0.530
N -1.687 2.406 0.858
H -2.291 1.863 1.327
H 2.621 -0.257 0.783
N 1.361 -2.154 -1.395
H -2.297 1.750 -1.112
H 1.092 -0.459 1.554
H -0.791 2.844 -0.960
H 1.573 0.871 -1.126
O -2.670 -1.388 0.862
H -0.934 2.589 1.538
N -0.526 0.743 -0.704
C 1.525 -0.389 0.537
C 1.541 -1.918 0.022
C 0.946 0.788 -0.236
H 2.191 -1.956 -1.958
H -2.272 -2.109 0.318
H -0.996 0.099 -0.089
H 0.749 -1.461 -1.894
H 2.389 -2.309 0.552
H 1.132 1.645 0.498
H -2.259 -0.583 0.622
C -1.315 2.001 -0.526
```

Summary:
- Energy: -400.82457 Ha
- HOMO level: -9.109 eV
- Maximum force: 0.086 Eh/bohr
- LUMO energy: 0.792 eV

---

No. 7
DFT (ωB97M-V with the def2-TZVPD basis set) results for C45H51N2O2RbS as an isolated structure in a non-equilibrium geometry.

```
102
C45H51N2O2RbS ωB97M-V with the def2-TZVPD basis set
H -3.154 1.840 21.881
H -7.801 4.078 22.119
C -0.381 -2.863 21.866
C -4.963 6.881 31.069
H 1.244 -2.136 23.062
C -1.632 8.291 21.035
H -4.923 6.659 32.123
C -0.666 5.089 23.235
H 2.007 -4.403 23.816
H -6.455 3.868 23.291
H -2.010 5.206 17.130
H 0.891 4.386 19.319
C 0.725 -3.044 22.736
C -2.688 8.394 23.750
H -5.039 3.732 19.207
C -1.757 4.343 22.747
C -6.708 4.241 22.305
C -5.213 0.509 25.767
H -3.570 -1.359 23.309
H -2.806 -0.156 24.388
H 0.104 3.942 20.789
H -4.580 1.374 25.717
H -6.456 5.277 22.322
C 0.023 3.898 19.657
H -4.655 8.019 21.662
C -0.884 -4.033 21.281
C -2.171 7.157 21.642
C -0.335 -5.303 21.591
N -4.282 2.330 23.474
H -5.613 9.009 31.189
H -6.657 -1.601 22.758
C -5.633 0.256 23.228
C -4.977 9.469 26.341
C -5.043 -0.347 24.504
H 0.185 2.822 19.359
C -4.502 6.176 28.687
C -4.975 7.516 28.240
H -5.649 9.424 28.985
C -1.371 2.725 24.571
H -3.254 8.298 24.707
H -0.698 -6.117 20.973
C -3.602 -0.906 24.286
C -1.268 4.511 19.043
H -0.748 7.081 18.066
H -1.634 -3.945 20.472
C 0.703 -5.416 22.487
H -0.295 5.970 22.853
H -1.634 8.338 24.095
C -1.979 3.110 23.388
C -1.113 8.237 19.767
C -5.413 8.412 29.214
H -1.704 9.278 21.540
H -2.941 9.420 23.350
C -5.740 3.489 21.334
H -4.892 -0.039 26.639
H -1.305 3.537 17.239
H -2.823 6.313 23.520
O -4.038 5.255 28.009
S -0.998 -1.276 21.524
N -2.514 4.718 21.639
H -3.428 -1.737 25.039
C -2.018 5.922 20.984
H 1.147 -6.356 22.732
H -7.743 -0.738 20.783
H -6.259 0.849 25.961
C -6.471 -0.540 22.451
C -0.382 3.518 25.128
H -5.073 7.271 23.370
C -2.993 7.228 22.866
C -6.711 1.216 20.880
H -6.236 4.963 19.843
H -5.019 9.522 25.282
C -5.301 1.522 22.764
C -4.464 7.240 22.470
Rb -4.132 4.642 25.332
C -5.422 8.150 30.575
H -4.217 4.924 30.495
O -4.797 7.209 25.867
H 0.136 3.135 25.944
C -5.889 2.034 21.558
C -5.964 3.882 19.853
H -5.871 10.005 26.745
C -4.998 7.962 26.839
C -1.450 5.847 19.681
H 0.793 5.226 24.846
H -4.093 10.001 26.707
C -1.232 4.555 17.554
H -1.658 1.817 25.070
H -7.209 1.652 19.949
C -3.131 2.318 22.896
C 1.199 -4.292 23.094
H -2.117 3.989 19.396
C -0.085 4.699 24.438
H -4.745 3.911 21.458
H -6.755 3.410 19.335
C -1.077 7.021 19.102
H -4.618 6.283 22.019
H -5.637 -1.230 24.660
H -0.720 9.149 19.290
C -7.041 -0.110 21.289
C -4.646 5.926 30.148
H -0.198 4.837 17.215
```

Summary:
- Energy: -2427.63118 Ha
- HOMO level: -1.298 eV
- Maximum force: 0.073 Eh/bohr
- LUMO energy: 3.545 eV
- Net charge: -2

---

No. 8
DFT (ωB97M-V with the def2-TZVPD basis set) results for one molecule with the formula C5H10O2.

```
17
C5H10O2 ωB97M-V with the def2-TZVPD basis set
C -1.767 0.938 -0.104
C 1.584 -0.581 -0.028
H 1.716 -0.208 -1.056
H 1.880 -1.643 -0.020
O -1.751 -0.086 -1.082
H -0.336 -1.480 -1.531
H 3.149 0.481 0.453
H -2.145 1.848 -0.579
H -0.009 -0.865 1.359
C 0.125 -0.430 0.362
C -0.324 1.039 0.373
O 2.358 0.163 0.896
H -0.215 1.507 1.354
H -2.440 0.675 0.730
H 0.268 1.618 -0.346
H -1.396 -1.921 -0.177
C -0.848 -1.089 -0.643
```

Summary:
- Energy: -346.96923 Ha
- HOMO level: -9.678 eV
- Maximum force: 0.008 Eh/bohr
- LUMO energy: 0.891 eV

---

No. 9
DFT (ωB97M-V with the def2-TZVPD basis set) results for one molecule with the formula C4H10O2.

```
16
C4H10O2 ωB97M-V with the def2-TZVPD basis set
H -0.900 1.954 0.932
H -0.292 0.675 -2.312
H 0.909 -0.621 -2.133
H -1.519 -0.102 -0.338
H 0.436 1.743 2.082
H 1.086 -0.705 1.911
C 0.474 0.372 0.407
C -0.267 1.214 1.431
O -0.508 -1.812 -0.047
H 1.071 1.026 -0.239
H -0.772 -1.020 -2.555
H 0.408 -1.993 0.222
C -0.140 -0.354 -1.961
C -0.495 -0.470 -0.482
H -0.919 0.579 2.046
O 1.428 -0.486 1.035
```

Summary:
- Energy: -308.87582 Ha
- HOMO level: -10.082 eV
- Maximum force: 0.006 Eh/bohr
- LUMO energy: 0.897 eV

---

No. 10
DFT (ωB97M-V with the def2-TZVPD basis set) results for a 8-piece molecular cluster, C6H27NO7 overall in a non-equilibrium geometry.

```
41
C6H27NO7 ωB97M-V with the def2-TZVPD basis set
H 1.160 -3.655 -0.617
C 1.196 0.264 0.029
H -1.518 -1.741 -2.554
O -3.894 1.844 -0.686
H -0.744 -0.184 0.705
H 1.203 4.961 -1.499
H -1.385 -2.201 1.907
H -4.193 1.098 -1.215
H -2.884 0.711 2.636
H 4.472 -2.641 1.118
H 2.106 -0.244 -0.160
H -0.900 -2.788 -3.518
H 3.836 2.724 -2.333
H 1.594 3.578 -2.024
C -0.742 -2.662 1.165
O 0.833 4.130 -1.809
N 0.012 -0.612 0.195
H 0.928 0.936 -0.775
O -1.640 -2.197 -3.392
H -0.693 -3.734 1.278
H 1.370 0.623 1.044
H 4.073 3.423 -0.936
O -0.842 0.039 3.909
C 2.387 -2.662 0.855
O 3.470 2.897 -1.460
H -1.357 3.252 -0.361
C 1.286 -2.655 -0.207
C 3.800 -2.822 0.275
H -0.970 -0.915 3.977
H -0.716 3.405 -1.720
H 4.036 -3.795 -0.148
H 2.259 -3.427 1.614
H 3.998 -2.028 -0.449
O -1.519 3.053 -1.286
H 2.368 -1.704 1.376
H -1.185 0.328 4.763
O -3.842 0.671 2.566
H -3.086 2.145 -1.135
H 1.672 -2.201 -1.123
H -4.034 0.369 1.673
C 0.048 -1.990 0.324
```

Summary:
- Energy: -826.18584 Ha
- HOMO level: -7.744 eV
- Maximum force: 0.043 Eh/bohr
- LUMO energy: -0.079 eV

---

No. 11
DFT (ωB97M-V with the def2-TZVPD basis set) results for C19H28BrCrO2 as an isolated structure in a non-equilibrium geometry.

```
51
C19H28BrCrO2 ωB97M-V with the def2-TZVPD basis set
C 2.738 6.344 -2.515
H 4.422 2.509 -2.498
H 0.441 2.762 2.288
C 3.491 1.985 -2.753
C 2.899 2.307 -4.124
C 1.562 6.536 -3.444
H 1.797 7.197 -0.769
H 4.750 7.187 -3.036
H -1.765 1.920 1.544
C 1.437 -0.392 1.595
O 2.945 4.989 -1.996
O 1.975 3.426 -3.958
C -1.581 1.539 0.537
C 2.438 0.406 0.951
H -2.045 -0.599 -2.042
C -1.184 2.334 -0.610
C 0.479 0.492 2.188
H 1.650 7.553 -3.866
C 2.687 7.367 -1.388
H 4.597 4.256 -3.203
H 0.613 6.492 -2.886
H 1.401 -1.483 1.638
H -0.973 3.415 -0.600
Cr 0.448 0.871 0.072
C -1.374 1.516 -1.786
H -0.425 0.198 2.719
H 3.699 0.916 -2.634
C 1.347 3.121 -2.684
H 1.569 5.805 -4.261
C -1.818 0.192 0.064
Br 1.020 -0.810 -1.663
H 3.635 2.538 -4.898
C 4.317 5.070 -2.520
C -1.746 0.211 -1.368
H 2.736 3.018 -0.961
H -2.135 -0.660 0.667
H -1.408 1.865 -2.820
H 1.899 1.489 -1.406
H 5.034 5.155 -1.685
H 2.618 8.371 -1.824
H 0.518 2.401 -2.895
H 3.587 7.297 -0.773
H 2.323 1.413 -4.425
C 0.911 1.837 1.953
H 3.312 0.063 0.402
C 4.078 6.367 -3.273
H 3.964 6.209 -4.344
H 0.886 4.023 -2.267
C 2.364 2.418 -1.795
C 2.098 1.790 1.156
H 2.627 2.656 0.781
```

Summary:
- Energy: -4509.63192 Ha
- 2S+1: 4
- HOMO level (alpha / beta): -7.340 / -7.715 eV
- Maximum force: 0.044 Eh/bohr
- LUMO energy (alpha / beta): -0.143 / 0.127 eV

---

No. 12
DFT (ωB97M-V with the def2-TZVPD basis set) results for one molecule with the formula C5H8N2.

```
15
C5H8N2 ωB97M-V with the def2-TZVPD basis set
H -1.187 2.035 1.209
N -0.574 0.562 -0.122
H 0.430 2.342 0.518
H -0.842 -2.075 0.191
C -0.086 -1.675 0.874
H 0.721 -2.409 0.965
H -1.036 2.559 -0.482
C 0.245 -0.837 -2.002
C 0.534 0.142 -0.965
H 1.156 0.113 1.122
H 1.303 0.882 -1.199
C 0.418 -0.321 0.445
C -0.578 1.951 0.303
N 0.046 -1.725 -2.712
H -0.550 -1.543 1.855
```

Summary:
- Energy: -304.77635 Ha
- HOMO level: -9.934 eV
- Maximum force: 0.016 Eh/bohr
- LUMO energy: 0.917 eV